Formula: HO5PS
Source: the OMol25 dataset
Level of theory: ωB97M-V/def2-TZVPD

```
8
Properties=species:S:1:pos:R:3:forces:R:3
O 2.1030 -1.2781 0.5294 1.82 -0.65 1.18
O 1.3216 1.3271 0.4580 4.27 -1.83 -0.78
O 1.5329 -0.1311 -1.6963 -0.41 -0.08 1.20
O -3.8333 -0.3997 0.3684 1.05 0.41 -0.31
O -0.2432 -0.7277 0.1749 -0.70 1.00 -0.29
P 1.2400 -0.3380 -0.2024 -0.97 0.96 -2.18
S -2.5534 0.2646 -0.1534 -0.12 -0.62 0.29
H 0.4325 1.2828 0.5214 -4.95 0.81 0.90
```
Positions in Å, forces in eV/Å.

Its total charge is -2. The HOMO energy (spin up / spin down) is 0.00226 / 0.00094 Ha. As for the relative energy (zero: lowest compared OMol25 entry of this formula, charge and spin): 42.9 kcal/mol. For the orbital gap (spin up / spin down), the calculation gives 0.209 / 0.211 hartree.

Atomic partial charges in e from the Mulliken method, atoms 1 to 6: -0.752 -0.584 -0.812 -0.498 -0.715 0.867